#a
Molecular formula: C3H7N2O2
Method: DFT, ωB97M-V with the def2-TZVPD basis set

```
14
C3H7N2O2 (ωB97M-V with the def2-TZVPD basis set)
C 0.636 -1.337 -0.019
C 2.206 0.176 -0.029
C 1.006 0.888 -0.011
N 1.933 -1.133 0.051
N 0.038 -0.131 0.121
O 3.453 0.645 0.050
O -2.776 0.168 -0.046
H 0.259 -2.324 0.081
H -3.009 1.059 0.389
H 1.023 1.940 0.100
H 2.721 -1.782 0.080
H -1.029 0.069 0.014
H 3.510 1.413 -0.624
H -3.331 -0.211 -0.729
```

The total charge is +1. The LUMO energy is -3.217 eV.

***

#b
Molecular formula: C3H7N2O2
Method: DFT, ωB97M-V with the def2-TZVPD basis set

```
14
C3H7N2O2 (ωB97M-V with the def2-TZVPD basis set)
C -1.008 1.268 -0.479
C -0.679 -0.983 -0.522
C 1.197 0.045 0.406
N 0.609 -0.952 -0.027
N -1.394 0.137 0.057
O -2.083 -0.006 1.097
O 2.340 -0.096 1.004
H -1.313 2.160 0.136
H -0.561 1.245 -1.361
H -0.661 -1.064 -1.681
H -1.200 -1.787 -0.127
H 0.794 1.053 0.274
H 1.121 -1.780 0.186
H 2.836 0.759 1.036
```

The total charge is +1. The SMILES is C=[N+]([O-])C/[NH+]=C/O. The LUMO energy is -4.499 eV.

***

Order from most stable to least stable according to the calculation: #a, #b

***

#a
Molecular formula: C5H8O2S
Method: DFT, ωB97M-V with the def2-TZVPD basis set

```
16
C5H8O2S (ωB97M-V with the def2-TZVPD basis set)
C -1.648 0.527 1.422
C -0.380 -0.295 1.085
C 0.156 -0.377 -0.116
C 1.350 -1.223 -0.433
C -0.373 0.391 -1.385
H -2.356 0.254 2.381
H -2.129 0.764 0.460
H -0.997 1.570 1.772
H -0.010 -0.881 2.029
H 0.988 -1.744 -1.374
H 1.630 -1.835 0.467
H 2.979 -0.336 0.362
H -0.662 2.197 -1.984
O 2.436 -0.381 -0.857
O -0.653 1.645 -1.061
S -0.332 -0.276 -2.767
```

The total charge is 0. The LUMO energy is 0.207 eV.

***

#b
Molecular formula: C5H8O2S
Method: DFT, ωB97M-V with the def2-TZVPD basis set

```
16
C5H8O2S (ωB97M-V with the def2-TZVPD basis set)
C -0.861 2.291 0.856
C 0.532 -0.097 0.562
C 1.015 -1.470 -1.207
C -0.406 -1.868 -0.834
C -0.751 -0.881 0.270
H -1.045 3.304 0.493
H -0.517 2.377 1.906
H -1.779 1.726 0.812
H 0.720 0.008 1.629
H 1.664 -2.302 -1.457
H 1.016 -0.781 -2.058
H -1.141 -1.814 -1.671
H -0.444 -2.889 -0.413
O 1.550 -0.831 -0.053
O -1.820 -0.731 0.812
S 0.406 1.564 -0.200
```

The total charge is 0. The SMILES is CS[C@@H]1OCCC1=O. The LUMO energy is 0.774 eV.

***

#c
Molecular formula: C5H8O2S
Method: DFT, ωB97M-V with the def2-TZVPD basis set

```
16
C5H8O2S (ωB97M-V with the def2-TZVPD basis set)
C 1.041 -0.800 -0.565
C 0.898 0.249 0.448
C 2.073 -1.597 -0.373
C -0.596 0.531 0.755
C 0.258 1.531 0.009
O -2.450 0.776 -0.950
O -2.730 -0.931 0.967
S -1.808 -0.572 -0.055
H 0.307 -0.965 -1.283
H 1.668 0.184 1.230
H 2.124 -2.484 -0.915
H -0.892 0.583 1.818
H 0.491 2.396 0.407
H 0.142 1.655 -1.155
H -3.367 0.840 -0.705
H 2.840 -1.395 0.368
```

The total charge is 0. The LUMO energy is 0.822 eV.

***

#d
Molecular formula: C5H8O2S
Method: DFT, ωB97M-V with the def2-TZVPD basis set

```
16
C5H8O2S (ωB97M-V with the def2-TZVPD basis set)
C 1.210 1.388 0.229
C 0.400 1.195 -1.091
C -0.792 -0.817 -0.931
C -0.368 -1.507 0.357
C -1.037 -1.331 1.825
H 1.429 0.321 0.685
H 0.602 2.097 0.904
H 2.362 1.645 0.037
H 0.151 2.207 -1.364
H 0.957 0.795 -2.014
H -0.073 -1.258 -1.707
H -1.805 -0.999 -0.972
H -0.485 -1.698 2.660
O -0.784 0.509 -0.924
O 0.661 -2.236 0.320
S -2.428 -0.310 1.985
```

The total charge is 0. The SMILES is CCOCC(=O)C=S. The LUMO energy is -1.653 eV.

***

Order from most stable to least stable according to the calculation: #b, #c, #d, #a

***

#a
Molecular formula: C5H8O2S
Method: DFT, ωB97M-V with the def2-TZVPD basis set

```
16
C5H8O2S (ωB97M-V with the def2-TZVPD basis set)
C 1.006 1.142 -1.515
C -0.399 0.589 0.325
C -1.041 1.477 1.430
C 0.249 -1.474 -0.972
C 0.000 -0.689 0.298
O 1.241 1.327 -2.659
O -0.266 1.184 -0.968
S -0.041 -1.743 1.763
H 1.850 0.946 -0.723
H -1.509 0.922 2.195
H -0.302 2.127 1.942
H -1.846 2.098 1.194
H -0.233 -0.973 -1.730
H -0.341 -2.435 -0.828
H 1.249 -1.680 -0.984
H 0.384 -2.817 1.230
```

The total charge is 0. The SMILES is C/C(S)=C(/C)OC=O. The LUMO energy is 0.667 eV.

***

#b
Molecular formula: C5H8O2S
Method: DFT, ωB97M-V with the def2-TZVPD basis set

```
16
C5H8O2S (ωB97M-V with the def2-TZVPD basis set)
C 1.614 0.296 -0.255
C 0.431 0.216 0.638
C -1.079 -1.346 -0.282
C -1.813 0.945 -0.068
C -0.550 1.120 0.072
H 2.045 -1.203 0.693
H 1.907 1.282 -0.094
H 1.057 0.388 -1.244
H 0.744 0.173 1.666
H -0.710 -0.973 -1.322
H -1.046 -2.409 -0.241
H -2.441 1.725 -0.365
H -0.349 2.245 0.326
O 2.671 -0.723 -0.090
O 0.060 -1.121 0.451
S -2.541 -0.616 0.115
```

The total charge is 0. The SMILES is OC[C@H]1C=CSCO1. The LUMO energy is 0.672 eV.

***

Order from most stable to least stable according to the calculation: #a, #b

***

#a
Molecular formula: C6H10OS
Method: DFT, ωB97M-V with the def2-TZVPD basis set

```
18
C6H10OS (ωB97M-V with the def2-TZVPD basis set)
C 1.247 -1.221 0.995
C 0.620 -0.050 0.131
C -0.086 -0.797 -1.051
C -1.603 -0.639 -0.624
C -1.553 0.106 0.508
C -0.359 0.921 0.732
H 1.509 -2.294 0.226
H 0.197 -1.208 1.872
H 2.455 -0.699 1.428
H 1.490 1.609 -1.342
H 0.029 -0.509 -2.122
H 0.463 -1.706 -1.255
H -2.434 -0.952 -1.266
H -2.336 0.761 1.078
H 0.260 1.269 1.640
H -1.613 2.375 -0.566
O -0.542 2.254 -0.041
S 2.256 0.779 -0.344
```

The total charge is 0. The LUMO energy is 0.545 eV.

***

#b
Molecular formula: C6H10OS
Method: DFT, ωB97M-V with the def2-TZVPD basis set

```
18
C6H10OS (ωB97M-V with the def2-TZVPD basis set)
C 0.345 2.422 -0.265
C 0.692 1.164 0.636
C 1.777 0.185 0.006
C 0.953 -0.992 -0.538
C -0.465 -0.485 -0.547
C -0.527 0.246 0.723
H -0.537 3.059 -0.064
H 1.216 3.123 -0.550
H 0.353 1.989 -1.443
H 0.909 1.552 1.520
H 2.032 0.820 -0.879
H 2.515 -0.180 0.539
H 1.377 -1.343 -1.539
H 2.130 -1.684 0.714
H -0.445 0.173 -1.357
H -0.365 -0.356 1.669
O 1.132 -2.100 0.200
S -2.180 -0.349 -0.019
```

The total charge is 0. The SMILES is C[C@@H]1C[C@@H](O)[C@H]2S[C@@H]21. The LUMO energy is 0.568 eV.

***

Order from most stable to least stable according to the calculation: #b, #a

***

#a
Molecular formula: C6H10OS
Method: DFT, ωB97M-V with the def2-TZVPD basis set

```
18
C6H10OS (ωB97M-V with the def2-TZVPD basis set)
C 2.909 -0.357 -0.342
C 1.511 0.047 -0.553
C -0.237 1.379 0.313
C -0.836 -0.028 0.322
C -0.031 -1.017 1.235
C 0.439 -0.885 -0.170
H 3.733 0.410 -0.253
H 3.339 -1.270 0.510
H 3.145 -1.181 -1.184
H 1.217 0.095 -1.710
H -0.131 1.990 1.341
H -0.605 1.927 -0.656
H -3.278 1.303 0.454
H -0.387 -2.025 1.484
H 0.680 -0.649 1.917
H 0.174 -1.609 -1.101
O 1.208 1.252 0.181
S -2.505 -0.240 -0.443
```

The total charge is 0. The LUMO energy is -0.777 eV.

***

#b
Molecular formula: C6H10OS
Method: DFT, ωB97M-V with the def2-TZVPD basis set

```
18
C6H10OS (ωB97M-V with the def2-TZVPD basis set)
C 0.622 0.904 -0.092
C -0.416 0.673 1.065
C -0.701 -0.820 1.243
C -1.177 -1.332 -0.123
C -0.527 0.679 -1.076
C -1.440 1.246 0.079
H 1.679 -1.070 -0.891
H 1.028 1.923 0.011
H -0.071 1.102 2.070
H -1.439 -0.869 2.009
H 0.184 -1.356 1.572
H -1.039 -2.389 -0.228
H -2.225 -1.188 -0.106
H -0.537 1.182 -2.064
H -2.475 0.862 0.092
H -1.343 2.369 0.133
O -0.649 -0.737 -1.227
S 2.078 -0.173 0.040
```

The total charge is 0. The SMILES is S[C@@H]1[C@@H]2CCO[C@H]1C2. The LUMO energy is 0.878 eV.

***

Order from most stable to least stable according to the calculation: #b, #a

***

#a
Molecular formula: C6H10OS
Method: DFT, ωB97M-V with the def2-TZVPD basis set

```
18
C6H10OS (ωB97M-V with the def2-TZVPD basis set)
C -0.827 1.754 0.136
C -0.650 0.498 -0.705
C -1.389 -1.438 0.654
C -0.086 -1.304 0.796
C 0.495 -0.456 -0.275
C 1.724 0.267 0.167
H -1.750 2.282 -0.165
H -0.852 1.571 1.247
H -0.055 2.515 -0.110
H -0.499 0.835 -1.722
H -2.032 -2.189 1.128
H 0.566 -1.965 1.392
H 1.623 0.815 1.125
H 2.496 -0.454 0.440
H 2.092 0.889 -0.661
H 0.364 -1.921 -1.534
O 0.967 -1.256 -1.352
S -2.188 -0.442 -0.563
```

The total charge is 0. The SMILES is C[C@@H]1SC=C[C@@]1(C)O. The LUMO energy is 0.818 eV.

***

#b
Molecular formula: C6H10OS
Method: DFT, ωB97M-V with the def2-TZVPD basis set

```
18
C6H10OS (ωB97M-V with the def2-TZVPD basis set)
C 1.088 -2.087 0.616
C -0.285 -1.933 0.020
C 0.200 0.181 1.616
C -0.100 1.689 -0.416
C 0.533 -0.681 0.450
C -0.816 1.831 -1.735
O 0.961 0.122 -0.609
S -1.107 1.285 0.901
H 1.061 -2.379 1.638
H 1.994 -2.419 0.068
H -0.486 -1.987 -1.035
H -1.102 -2.176 0.675
H -0.269 -0.393 2.373
H 0.775 1.044 2.072
H 0.693 2.327 -0.226
H -0.781 2.830 -2.064
H -1.857 1.499 -1.711
H -0.502 1.248 -2.632
```

The total charge is 0. The LUMO energy is 0.711 eV.

***

Order from most stable to least stable according to the calculation: #a, #b